(1)
ORCA calculation (the ωB97M-V functional and the def2-TZVPD basis) on a cluster of 3 separate species, C4H14NO3 in total at a distorted geometry.

ORCA input file:
```
! wB97M-V def2-TZVPD RIJCOSX def2/J DEFGRID3
* xyz -1 1
C -0.569 1.645 0.919
O -0.710 0.411 1.594
C -1.151 1.768 -0.444
C -0.363 1.192 -1.607
C 0.266 -0.319 -1.339
N -0.577 -1.213 -0.545
H 0.564 1.880 0.739
H -1.057 2.337 1.589
H -1.365 2.762 -0.566
H -2.120 1.383 -0.382
H 0.597 1.913 -1.874
H -0.894 1.143 -2.560
H 0.739 -0.667 -2.335
H 1.132 -0.174 -0.680
H -0.804 -0.575 0.341
H -1.518 -1.389 -0.817
H 0.604 -3.130 0.616
H 1.953 -2.479 0.651
O 1.566 -3.359 0.541
H 0.651 -0.440 1.834
H 1.533 -1.746 2.443
O 1.525 -0.946 1.881
*
```

Summary:
HOMO energy (eV): -3.77
Molecular weight (g/mol): 124.2
Kohn-Sham gap (eV): 7.84
Largest force on an atom (eV/Å): 3.4

(2)
ORCA calculation (the ωB97M-V functional and the def2-TZVPD basis) on a structure of composition C6H10N2O2 at a distorted geometry.

ORCA input file:
```
! wB97M-V def2-TZVPD RIJCOSX def2/J DEFGRID3
* xyz 0 1
C 1.334 1.979 -0.001
C 0.999 1.033 1.121
C -0.243 0.170 1.159
C -1.301 0.273 0.091
C -1.947 -1.013 -0.298
N -1.892 -2.173 0.148
N 1.061 -0.389 0.931
C 1.547 -1.268 0.036
O 2.163 -1.041 -0.994
H 0.956 1.637 -0.972
H 0.879 2.958 0.201
H 2.420 2.116 -0.083
H 1.351 1.361 2.104
H -0.653 -0.060 2.146
H -2.090 0.960 0.436
H -0.919 0.760 -0.819
H 1.057 -2.256 0.161
O -1.845 -1.418 -1.982
H -1.115 -0.902 -2.352
H -1.765 -2.727 -1.034
*
```

Summary:
HOMO energy (eV): -9.87
Molecular weight (g/mol): 142.2
Kohn-Sham gap (eV): 10.36
Largest force on an atom (eV/Å): 5.4

(3)
ORCA calculation (the ωB97M-V functional and the def2-TZVPD basis) on a structure of composition C2H3N3O at a distorted geometry.

ORCA input file:
```
! wB97M-V def2-TZVPD RIJCOSX def2/J DEFGRID3
* xyz 0 1
C 0.195 0.263 -0.177
C -1.135 -1.102 0.553
H 1.633 1.796 -0.685
H 2.090 0.145 -0.956
H -1.709 -1.949 0.764
N 1.338 0.797 -0.775
N -0.156 -1.042 -0.250
N -0.695 1.019 0.530
O -1.561 0.072 0.996
*
```

Summary:
HOMO energy (eV): -9.18
Molecular weight (g/mol): 85.1
Kohn-Sham gap (eV): 10.18
Largest force on an atom (eV/Å): 3.3

(4)
ORCA calculation (the ωB97M-V functional and the def2-TZVPD basis) on an isolated molecule of C3H2F6N2O2S2 at a distorted geometry.

ORCA input file:
```
! wB97M-V def2-TZVPD RIJCOSX def2/J DEFGRID3
* xyz 0 1
C -0.575 -0.886 1.286
C -0.400 -2.140 0.984
C 0.815 -2.480 0.175
N -0.575 0.293 1.519
N 0.652 1.482 -0.136
O -1.207 2.784 0.875
O -1.261 1.017 -1.063
F 1.697 -1.472 0.105
F 1.479 -3.543 0.639
F 0.494 -2.771 -1.102
F 1.950 1.987 -2.088
F -0.177 2.921 -2.090
F -2.644 0.954 0.721
S 0.389 1.439 -1.715
S -1.079 1.467 0.391
H -1.049 -2.947 1.266
H 1.491 1.896 0.234
*
```

Summary:
HOMO energy (eV): -10.86
Molecular weight (g/mol): 276.2
Kohn-Sham gap (eV): 10.74
Largest force on an atom (eV/Å): 2.4

| no. | DFT total energy (Ha) |
| --- | --- |
| 1 | -441.2579 |
| 2 | -494.4501 |
| 3 | -317.4806 |
| 4 | -1770.9468 |